[1]
Entry from OMol25: a structure of composition C29H20AgN4 (ωB97M-V/def2-TZVPD).

Values from the calculation:
E_HOMO in Ha: -0.1271
Energy above the lowest of the compared OMol25 structures with the same formula, charge and spin in kcal/mol: 0.0
Molecular weight in g/mol: 532.38
Net charge: -1
Orbital gap in eV: 6.4
2S+1: 1
E in eV: -40358.8266

```
54
Properties=species:S:1:pos:R:3:forces:R:3
Ag -0.48053 -1.26626 -0.54747 0.12 -0.17 -0.19
C -3.91716 1.66385 0.80077 -0.01 -0.06 0.10
C -2.71544 1.27441 0.17814 -0.02 -0.01 0.01
N -1.86094 0.45088 0.72562 -0.02 0.15 0.00
C -2.12366 -0.07965 1.94324 -0.09 0.06 -0.03
C -3.32139 0.22008 2.63406 0.00 -0.03 0.04
C -4.21356 1.12773 2.02290 -0.01 0.08 -0.11
C -3.59707 -0.39050 3.88173 0.09 -0.05 0.00
C -2.69025 -1.28487 4.38286 -0.15 0.07 0.03
C -1.48821 -1.57725 3.72169 0.16 -0.06 -0.06
C -1.13905 -0.98500 2.50992 -0.02 -0.01 0.03
N -0.02650 -1.21365 1.76408 -0.10 0.03 0.09
C 1.17472 -1.53023 2.28007 0.10 -0.01 -0.04
C 1.57676 -1.53128 3.62296 -0.15 0.03 -0.04
C 2.87294 -1.89070 4.01517 0.11 -0.04 0.03
C 3.84278 -2.26107 3.12211 -0.06 0.02 0.00
C 3.53185 -2.20253 1.74130 0.00 0.01 0.06
C 4.47739 -2.48690 0.73202 0.02 -0.01 -0.07
C 4.14609 -2.34168 -0.58669 -0.01 0.01 0.04
C 2.85110 -1.88934 -0.90343 0.03 0.02 0.05
N 1.95144 -1.64400 0.01356 0.02 -0.07 -0.12
C 2.23874 -1.81394 1.31920 0.00 0.03 -0.02
H -4.58563 2.35646 0.30618 -0.01 0.00 0.00
H -2.46380 1.64568 -0.81158 0.02 0.00 0.00
H -5.13655 1.38096 2.53338 0.00 0.00 0.01
H -4.51759 -0.15665 4.40227 0.00 0.00 0.01
H -2.90096 -1.78910 5.31993 0.01 0.00 0.00
H -0.82918 -2.32206 4.14376 -0.02 0.01 0.03
H 0.87646 -1.22716 4.38570 0.01 -0.02 0.02
H 3.10585 -1.88274 5.07533 -0.01 0.00 0.00
H 4.83183 -2.56340 3.44352 0.01 0.00 0.00
H 5.47153 -2.81000 1.02296 0.00 0.00 0.01
H 4.85792 -2.54990 -1.37530 0.00 0.00 0.00
H 2.54486 -1.71015 -1.93001 0.00 -0.02 0.00
C 0.56224 2.87345 -3.01336 0.02 0.00 0.03
C -0.49433 2.68261 -3.89238 -0.02 0.05 -0.02
C -0.95145 1.39983 -4.12324 0.03 -0.06 0.05
C -0.33884 0.32350 -3.46970 -0.05 -0.09 0.01
N 0.68930 0.51201 -2.63852 0.06 0.04 0.08
C 1.11345 1.75166 -2.41460 -0.04 -0.03 -0.04
C -0.83245 -1.06966 -3.65548 0.01 0.11 -0.01
C -1.13362 -1.47560 -4.95966 0.00 -0.04 0.06
C -1.61833 -2.75000 -5.20248 0.01 0.02 0.00
C -1.81036 -3.60212 -4.12255 -0.02 -0.04 -0.08
C -1.51203 -3.17854 -2.83454 0.02 0.02 0.10
C -1.00538 -1.90216 -2.53098 -0.06 0.03 -0.02
H 0.94706 3.85931 -2.78835 -0.01 0.01 -0.01
H -0.96707 3.52766 -4.37954 0.00 0.00 0.00
H -1.79512 1.21530 -4.77460 0.00 0.01 -0.01
H 1.93708 1.84878 -1.71390 0.01 0.00 0.00
H -0.96317 -0.79696 -5.79004 0.00 0.00 -0.01
H -1.83631 -3.07339 -6.21383 0.00 0.00 0.00
H -2.19486 -4.60370 -4.28933 0.00 0.00 0.01
H -1.68449 -3.87967 -2.02359 0.00 0.00 0.00
```
Positions in Å, forces in eV/Å.

Results of the natural (NBO) charge analysis, in e, for atoms 1 through 4: Ag 0.698; C -0.273; C 0.044; N -0.435



[2]
Entry from OMol25: a structure of composition C29H20CaCl2F5N5O5S2Se2 (ωB97M-V/def2-TZVPD).

Values from the calculation:
E_HOMO in Ha: -0.0623
Energy above the lowest of the compared OMol25 structures with the same formula, charge and spin in kcal/mol: 28.5
Molecular weight in g/mol: 946.54
Net charge: -2
Orbital gap in eV: 5.4
2S+1: 1
E in eV: -257526.3367

```
71
Properties=species:S:1:pos:R:3:forces:R:3
Ca -0.37545 -0.33997 -0.93828 -0.30 0.79 1.47
O 1.94705 -3.40968 1.11096 0.09 0.06 0.05
C 1.38395 -2.29300 1.19594 0.45 0.18 -0.28
N 1.28140 -1.39837 0.21334 0.66 -0.60 0.71
C 2.09461 -1.83123 -0.91257 0.01 -0.10 0.06
C 2.11902 -0.91846 -2.11857 0.29 0.10 0.04
C 2.88523 -1.31337 -3.21432 -0.02 0.14 -0.06
C 2.85227 -0.54872 -4.36279 0.01 0.00 0.10
C 2.09940 0.62137 -4.37570 0.12 -0.15 -0.05
C 1.40609 0.96400 -3.23525 0.10 0.27 0.08
N 1.40769 0.20905 -2.13079 1.26 -0.01 -0.91
C 0.86221 -1.95963 2.58568 0.01 0.18 0.00
C 0.71003 -3.01311 3.48920 0.00 -0.11 0.06
C 0.32370 -2.74327 4.78689 -0.07 0.02 -0.06
C 0.08555 -1.42442 5.15418 0.07 0.02 0.04
C 0.27950 -0.44343 4.19719 0.01 0.05 -0.13
N 0.66820 -0.69672 2.94734 -0.03 0.07 0.04
H 1.77910 -2.82558 -1.25437 0.15 -0.01 -0.15
H 3.13011 -1.95928 -0.57517 0.08 -0.08 -0.09
H 3.47106 -2.22230 -3.14818 -0.04 -0.01 -0.05
H 3.40416 -0.86258 -5.24219 0.01 0.05 0.02
H 2.05587 1.25148 -5.25340 -0.03 0.02 0.03
H 0.82539 1.87768 -3.18171 -0.05 -0.07 0.07
H 0.91028 -4.01715 3.14198 0.03 0.03 0.00
H 0.20476 -3.54788 5.50419 -0.02 0.00 -0.01
H -0.22294 -1.15946 6.15906 0.00 -0.01 -0.04
H 0.12525 0.60770 4.43803 0.00 -0.08 -0.01
Se -2.90850 -2.34683 2.70196 0.17 -0.19 0.27
Se -3.38414 -0.80875 1.05973 -0.01 0.19 -0.07
C -2.24427 0.69758 1.51570 0.17 0.05 0.12
C -2.80972 1.74468 2.23121 0.07 -0.05 -0.04
C -2.02118 2.85487 2.49139 -0.02 -0.08 0.03
C -0.70595 2.86360 2.05870 0.02 0.17 0.10
C -0.23443 1.78711 1.33173 -0.03 -0.43 0.04
N -0.99943 0.72220 1.05769 -0.49 0.38 0.90
C -1.85163 -3.68018 1.76181 -0.06 0.22 -0.49
C -1.83098 -4.97749 2.26254 -0.12 0.09 0.20
C -1.11016 -5.93094 1.56680 -0.01 -0.03 0.03
C -0.45334 -5.56720 0.40498 0.04 -0.02 -0.14
C -0.54577 -4.25230 -0.01965 -0.26 0.15 0.14
N -1.23122 -3.31962 0.65133 -0.18 -0.22 -0.11
H -3.83866 1.67752 2.55157 -0.02 0.04 0.04
H -2.43170 3.70150 3.02920 0.02 -0.01 0.01
H -0.05169 3.70008 2.26584 0.00 -0.01 -0.07
H 0.78503 1.76114 0.95213 -0.05 0.05 -0.02
H -2.36921 -5.22340 3.17083 0.00 -0.01 -0.05
H -1.07696 -6.95506 1.91927 0.02 0.01 0.04
H 0.12882 -6.28136 -0.16315 -0.03 0.04 0.01
H -0.06971 -3.92527 -0.93679 0.01 0.03 0.05
O -2.59837 -2.39630 -3.75507 0.06 -0.01 0.02
S -1.71079 -1.50798 -3.06103 -1.05 -1.14 -1.12
O -2.22615 -1.05404 -1.76663 -0.97 -0.48 -0.99
O -0.32397 -1.93276 -2.96074 -0.22 0.27 0.21
O -1.58076 -0.17745 -3.99128 -0.36 0.27 0.03
F -0.19424 7.91256 -0.19454 -0.11 0.15 0.00
C 0.52559 6.77709 -0.28647 0.02 0.00 0.04
C 1.13164 6.23552 0.82551 0.03 -0.08 0.02
F 1.00598 6.86414 2.01095 -0.06 0.05 0.21
C 1.86860 5.07352 0.72616 0.00 -0.04 -0.23
F 2.41176 4.60703 1.86227 0.09 -0.03 0.22
C 2.08917 4.39119 -0.48300 -0.07 0.22 -0.01
S 3.08986 3.00461 -0.61932 0.05 -0.12 0.07
C 1.44011 4.98383 -1.58265 0.09 -0.06 0.20
F 1.57968 4.44270 -2.79729 -0.03 -0.06 -0.23
C 0.68552 6.13311 -1.49506 0.02 -0.04 -0.10
F 0.11653 6.66294 -2.59157 -0.08 0.04 -0.15
Cl -3.76239 0.17265 -5.52070 0.12 0.03 0.07
C -2.71809 0.64738 -4.10636 0.33 -0.43 0.02
Cl -1.57056 2.04540 -1.54321 -0.01 0.36 -0.27
H -3.33951 0.61644 -3.22292 -0.05 -0.08 0.11
H -2.37829 1.65288 -4.29259 0.11 0.09 -0.05
```
Positions in Å, forces in eV/Å.

Results of the Mulliken charge analysis, in e, for atoms 1 through 4: Ca 1.560; O -0.804; C -0.228; N -0.208



[3]
Entry from OMol25: a structure of composition C29H20CaCl2F5N5O5S2Se2 (ωB97M-V/def2-TZVPD).

Values from the calculation:
E_HOMO in Ha: -0.0943
Energy above the lowest of the compared OMol25 structures with the same formula, charge and spin in kcal/mol: 12.1
Molecular weight in g/mol: 946.54
Net charge: -2
Orbital gap in eV: 6.4
2S+1: 1
E in eV: -257527.0477

```
71
Properties=species:S:1:pos:R:3:forces:R:3
Ca -0.97046 -0.24970 -0.22497 -0.38 0.04 -0.08
O 2.15490 -0.41628 -3.56262 0.03 0.01 -0.04
C 1.48839 -0.31574 -2.50836 -0.02 -0.04 -0.08
N 0.24084 -0.67664 -2.30220 -0.09 -0.11 0.18
C -0.37875 -1.30760 -3.43295 -0.08 -0.05 0.02
C -1.69881 -1.95681 -3.07646 0.07 0.00 0.02
C -2.46450 -2.55658 -4.07614 0.05 0.00 -0.02
C -3.67027 -3.14135 -3.74651 -0.02 0.00 0.03
C -4.08755 -3.11730 -2.42233 -0.02 -0.02 -0.05
C -3.27644 -2.50462 -1.48606 0.02 0.02 0.02
N -2.10406 -1.94028 -1.80706 0.01 0.10 -0.01
C 2.19722 0.23207 -1.28375 0.19 -0.03 0.00
C 3.45367 0.80889 -1.44830 -0.02 -0.03 0.08
C 4.14575 1.24092 -0.33292 -0.11 -0.03 0.04
C 3.55868 1.08783 0.91762 0.13 0.05 -0.07
C 2.30027 0.52108 0.98677 -0.05 -0.12 0.03
N 1.63263 0.08868 -0.08280 -0.15 0.12 -0.07
H 0.27641 -2.07886 -3.87068 -0.02 0.05 0.01
H -0.55571 -0.60023 -4.25644 -0.01 0.03 -0.01
H -2.10465 -2.54107 -5.09832 -0.01 0.00 0.00
H -4.28333 -3.60254 -4.51268 0.00 0.00 0.00
H -5.02994 -3.54688 -2.11104 -0.01 0.00 -0.02
H -3.54861 -2.43827 -0.43671 0.01 0.01 0.00
H 3.83997 0.88835 -2.45434 0.01 0.00 0.00
H 5.11932 1.70645 -0.42996 0.01 0.00 0.00
H 4.04966 1.42172 1.82270 0.01 0.00 -0.01
H 1.80074 0.39581 1.94022 -0.01 0.01 0.01
Se -0.17057 -2.86095 1.95139 -0.22 -0.13 -0.07
Se 2.12365 -3.23973 2.15849 0.19 -0.04 0.14
C 2.58551 -3.17599 0.29335 -0.01 0.07 0.00
C 3.78681 -2.58858 -0.09163 -0.04 -0.01 -0.05
C 4.08623 -2.56408 -1.44195 0.04 0.06 0.00
C 3.18308 -3.09761 -2.34812 0.00 0.03 -0.05
C 2.01447 -3.65004 -1.85541 -0.02 -0.01 0.14
N 1.72642 -3.71353 -0.55427 -0.02 -0.01 -0.11
C -0.33835 -1.24899 2.97862 0.13 0.07 -0.26
C -0.29618 -1.24996 4.35342 -0.04 0.06 -0.02
C -0.57531 -0.04100 4.99722 0.04 -0.03 0.13
C -1.02446 1.02434 4.26122 -0.19 -0.03 0.16
C -1.17646 0.86053 2.87999 1.25 0.53 -0.20
N -0.62946 -0.17407 2.23904 -0.46 -0.21 0.34
H 4.42854 -2.11347 0.63756 0.00 -0.01 0.03
H 4.98633 -2.07437 -1.79288 0.01 -0.02 0.01
H 3.35052 -3.02245 -3.41256 -0.02 -0.01 0.00
H 1.26283 -4.05552 -2.52393 0.01 0.00 -0.01
H -0.06422 -2.15185 4.90064 0.02 -0.01 -0.01
H -0.47312 0.03705 6.07400 -0.02 -0.01 -0.01
H -1.31894 1.95399 4.72832 -0.03 0.00 -0.03
H -1.47019 1.68840 2.25500 -0.25 -0.07 0.01
O -5.12544 -0.60900 1.44737 0.18 -0.20 -0.14
S -3.67895 -0.45874 1.56727 -0.21 -0.30 -0.11
O -3.31651 0.20217 2.83695 -0.27 -0.04 0.22
O -2.95245 -1.76865 1.44397 0.05 0.14 0.09
O -3.14798 0.37994 0.42660 0.35 0.17 -0.20
F 1.84019 5.51659 3.96603 0.01 0.00 0.01
C 1.31281 4.91280 2.88197 0.01 0.04 0.05
C -0.03540 4.62047 2.82552 -0.06 0.00 0.05
F -0.82085 4.95401 3.86640 -0.01 -0.01 -0.01
C -0.56778 4.00086 1.71163 0.12 -0.02 -0.19
F -1.88808 3.78167 1.70886 -0.03 0.04 0.03
C 0.20537 3.61145 0.60432 0.11 0.12 0.18
S -0.44467 2.80703 -0.78169 -0.07 -0.13 -0.05
C 1.56201 3.96727 0.69583 -0.22 -0.04 -0.01
F 2.38344 3.72161 -0.33185 0.07 0.01 0.00
C 2.10768 4.59022 1.80085 0.07 -0.01 -0.02
F 3.42048 4.89614 1.83927 0.01 -0.02 -0.03
Cl -5.22693 2.88525 -2.58292 0.09 -0.02 0.03
C -3.75162 2.20546 -1.82505 -0.10 -0.01 -0.05
Cl -2.78846 1.28812 -3.00506 -0.06 0.04 0.07
H -4.03320 1.53057 -1.02130 0.01 0.00 -0.01
H -3.13615 3.02162 -1.46621 0.02 0.00 -0.01
```
Positions in Å, forces in eV/Å.

Results of the Mulliken charge analysis, in e, for atoms 1 through 4: Ca 1.928; O -0.874; C -0.967; N 0.119



What is the net charge in the second record?
-2